{"formula": "C39H37GeN2O5Ta", "method": "the ωB97M-V functional and the def2-TZVPD basis", "species": ["C", "H", "O", "H", "C", "C", "C", "C", "C", "H", "Ge", "H", "H", "C", "C", "H", "C", "C", "H", "C", "H", "O", "C", "H", "H", "H", "H", "H", "C", "C", "H", "H", "C", "C", "H", "C", "H", "H", "C", "Ta", "C", "C", "C", "C", "H", "H", "C", "C", "H", "C", "C", "C", "H", "H", "H", "C", "H", "H", "H", "N", "H", "O", "H", "C", "C", "C", "C", "C", "C", "C", "O", "N", "H", "H", "H", "H", "H", "C", "C", "H", "C", "H", "O", "H", "C"], "xyz": [[1.209, -2.693, -2.400], [-5.365, 2.790, 2.419], [4.405, -1.852, 2.565], [5.541, 1.138, -0.466], [-5.244, -3.018, -0.484], [-2.579, 0.962, 1.794], [-4.280, -2.026, -0.508], [-0.106, -3.979, -3.982], [3.244, -1.526, -3.224], [-1.614, 1.775, -4.868], [-1.982, -0.469, 0.540], [-0.505, -3.871, -1.881], [-3.898, 3.692, 4.188], [-1.729, 1.362, -3.876], [-5.369, -3.833, 0.628], [-6.109, -4.620, 0.646], [3.347, 2.308, -0.162], [2.077, -2.339, -3.467], [5.502, -0.604, -2.273], [0.719, -3.581, -5.028], [-1.595, 2.847, 4.430], [1.392, -2.221, -1.190], [-3.441, -1.821, 0.577], [-4.167, -1.399, -1.383], [-0.955, -4.613, -4.188], [0.503, -3.882, -6.041], [2.323, -1.627, 4.776], [4.238, 2.948, -0.243], [-0.318, 3.074, 0.147], [-3.526, 2.936, 3.512], [4.414, 1.066, 3.133], [-2.852, 3.027, -3.140], [4.592, -0.057, -1.994], [-4.351, 2.428, 2.521], [3.996, -1.532, -4.028], [-4.539, -3.640, 1.721], [-1.194, 4.984, 0.469], [1.358, 1.130, 2.805], [-3.584, -2.640, 1.690], [1.345, -0.739, 0.035], [1.821, -2.801, -4.760], [1.765, -0.939, 4.146], [-0.273, 4.439, 0.328], [-2.421, 2.064, -2.904], [1.279, -0.199, 4.781], [4.513, 0.824, -2.645], [2.088, 2.992, 0.003], [-1.318, -0.386, -2.292], [-0.711, -0.466, -4.343], [3.332, -1.374, 2.266], [0.944, 5.109, 0.324], [2.101, 4.384, 0.158], [3.355, 1.289, 4.534], [-2.929, -2.480, 2.536], [-4.526, 1.009, 0.924], [-3.878, 1.441, 1.677], [2.493, -2.513, -5.559], [-4.636, -4.272, 2.595], [-0.919, -1.366, -2.067], [3.448, 1.047, -0.218], [3.053, 4.895, 0.157], [0.757, 1.003, -0.219], [4.422, -0.128, 4.431], [-2.565, 1.535, -1.632], [-1.764, 1.481, 2.790], [2.706, -0.252, 3.157], [-0.355, -1.327, 1.024], [3.795, 0.551, 3.864], [4.698, 0.432, -0.541], [0.843, 2.310, -0.036], [1.963, 0.593, 2.274], [3.406, -0.851, -2.160], [-5.898, -3.162, -1.333], [4.857, -0.422, 0.124], [-1.260, 2.557, 0.144], [0.977, 6.181, 0.449], [-0.494, -2.359, 1.313], [-1.202, 0.117, -3.576], [-1.984, 0.320, -1.298], [-0.759, 1.088, 2.887], [-2.232, 2.461, 3.646], [1.010, -1.493, 3.589], [2.601, -1.731, 1.274], [-3.146, 2.076, -0.894], [0.142, -3.565, -2.690]], "homo_lumo_gap_ev": 7.27, "relative_energy_ev": 1.696, "e_tot_ev": -112330.70385, "homo_ha": -0.269}

---

{"formula": "C39H37IN6O5S2Sm", "method": "the ωB97M-V functional and the def2-TZVPD basis", "species": ["C", "C", "H", "H", "N", "H", "H", "H", "H", "C", "C", "O", "C", "H", "C", "C", "H", "H", "S", "C", "H", "H", "H", "H", "C", "H", "C", "C", "C", "H", "C", "C", "C", "O", "C", "O", "H", "N", "H", "I", "C", "S", "H", "H", "H", "C", "C", "C", "H", "Sm", "C", "H", "C", "N", "H", "C", "C", "N", "H", "H", "H", "C", "C", "H", "O", "H", "H", "C", "C", "O", "C", "C", "C", "H", "H", "N", "C", "C", "C", "H", "C", "H", "H", "C", "H", "C", "C", "H", "N", "H", "C"], "xyz": [[2.084, -3.625, 0.012], [2.535, 0.348, -3.019], [0.388, -2.240, -4.824], [3.786, 5.577, 0.911], [2.022, 2.927, 2.165], [4.139, 3.862, 0.650], [4.517, 3.494, -4.049], [-1.027, -3.751, -1.884], [4.259, 4.554, 2.271], [3.219, 0.373, -4.225], [-3.058, -1.400, -1.180], [-0.869, 0.902, 2.156], [3.698, 4.577, 1.339], [-1.966, -3.536, -4.184], [2.231, 4.243, 1.573], [0.009, -2.065, -2.625], [1.785, 4.966, 2.259], [-4.223, 5.810, 0.547], [2.107, 0.269, 2.133], [-2.722, 4.315, 0.217], [-0.238, -1.005, -2.780], [3.106, -4.333, 3.636], [1.992, -0.534, -2.711], [1.167, 1.915, 3.743], [-2.254, 3.060, 0.571], [4.452, 1.528, -5.547], [-3.532, -2.422, -3.338], [2.176, -3.017, 2.234], [-3.858, 4.831, 0.828], [2.550, 2.937, 5.537], [1.492, -3.676, -3.717], [-1.337, -2.743, -2.216], [3.304, 2.575, -2.542], [-3.073, 0.265, 3.093], [-4.698, 0.068, -0.115], [-2.586, -2.997, 3.205], [-3.677, -4.024, 1.880], [0.861, -2.174, -1.436], [-5.938, -1.213, -2.995], [-1.212, -4.616, 1.059], [2.768, -4.814, 0.310], [-2.310, 0.719, 1.945], [2.985, -5.518, -0.476], [-1.554, -1.890, 4.501], [1.916, -4.160, -4.589], [2.838, -4.165, 2.604], [-3.436, -0.490, -0.154], [-5.626, -0.205, -1.124], [1.678, 4.299, 0.632], [-0.080, -0.975, 0.460], [3.966, 2.608, -3.758], [0.941, 3.663, 3.756], [-3.988, -1.606, -2.223], [-1.845, -1.987, -1.077], [-5.416, 4.499, 2.262], [1.866, 1.392, -0.859], [1.579, -3.302, -1.336], [1.804, -2.740, 0.982], [3.367, 3.970, 4.365], [3.190, -0.498, -4.866], [-4.572, 2.238, 2.895], [-5.249, -1.022, -2.178], [-2.302, -2.932, -3.349], [-6.612, 0.237, -1.087], [-0.714, -1.896, 2.646], [1.924, -2.268, 2.977], [-4.213, -2.596, -4.164], [1.668, 2.866, 3.573], [2.580, 1.446, -2.172], [0.738, 0.818, -0.807], [-4.069, 2.835, 2.149], [3.137, -5.087, 1.604], [-1.560, -2.206, 3.454], [3.341, 3.419, -1.867], [-2.866, -2.557, 1.194], [-2.355, -0.201, 0.697], [-2.935, 2.331, 1.536], [-2.781, -3.415, 1.859], [0.650, -2.638, -3.853], [-2.203, 4.889, -0.538], [2.164, 1.820, 1.420], [2.490, -4.998, -2.304], [-1.373, 2.637, 0.104], [-4.529, 4.095, 1.791], [3.650, -6.011, 1.840], [3.927, 1.505, -4.601], [1.875, -4.121, -2.415], [3.586, 2.214, 4.299], [2.449, 2.028, 0.125], [-4.972, 0.734, 0.696], [2.868, 3.010, 4.496]], "homo_lumo_gap_ev": [5.37, 5.38], "relative_energy_ev": 1.616, "e_tot_ev": -107902.79049, "multiplicity": 6, "homo_ha": [-0.115, -0.115], "charge": -1}